17
Properties=species:S:1:pos:R:3:forces:R:3:mulliken_charge:R:1 method="wB97M-V/def2-TZVPD" largest_force_ev_per_a=1.3 smiles=C#CC1(CC)CC1 e_homo_ev=-8.84 de_lowest_ev=4.6112 lumo_ev=0.627 total_charge=0
C -0.802937 -2.037704 0.201042 -1.0 -0.3 -0.3 -0.059
C -1.370865 -0.963893 0.346418 1.0 -0.9 0.0 -1.046
C -0.312995 0.100581 0.521501 0.5 0.3 0.1 1.254
C -0.179001 1.024395 -0.678676 0.1 0.1 0.1 -0.523
C -0.178887 0.318357 -2.035810 0.0 0.0 0.0 -1.229
C 0.973260 -0.392190 1.203807 0.3 0.2 -0.1 -0.957
C 0.065028 0.604054 1.866109 -0.1 0.4 0.2 -0.666
H -0.104522 -2.816530 0.001598 -0.5 -0.6 0.0 0.422
H 0.757330 1.581267 -0.547024 -0.1 0.0 -0.1 0.348
H -0.995352 1.759110 -0.654228 0.1 -0.1 0.0 0.259
H 0.611464 -0.440432 -2.095476 -0.1 0.1 0.0 0.292
H -0.015202 1.043550 -2.840607 0.0 -0.1 0.1 0.391
H -1.135457 -0.184423 -2.218622 0.2 0.1 0.1 0.336
H 1.033757 -1.367903 1.692839 -0.2 0.3 -0.4 0.382
H 1.906328 -0.089164 0.745180 0.0 0.3 0.2 0.251
H 0.416061 1.626281 1.920777 -0.1 0.1 0.1 0.267
H -0.514883 0.255245 2.716024 0.1 0.1 -0.1 0.277